Record 1
Entry from the OMol25 dataset: C15H33BaN2O13 as an isolated structure in a non-equilibrium geometry (ωB97M-V with the def2-TZVPD basis set).

XYZ file:
```
64
Properties=species:S:1:pos:R:3:forces:R:3
Ba -0.064949 -0.536274 -0.286432 0.7443 0.6936 -0.4771
O 1.196988 -0.388735 -5.109890 0.3644 -3.0986 -2.2808
C 1.245026 0.311322 -4.018791 -2.4762 0.7158 4.5921
O 1.481713 1.488227 -4.246784 1.2576 3.0639 -0.0581
O 0.858353 -0.165324 -2.934133 0.0571 -1.3166 0.9934
H 1.521257 0.427525 -5.497410 0.4246 0.3358 -2.8938
O 3.683272 1.309038 1.068018 0.9598 -2.4718 3.5511
C 3.114041 1.815385 0.032253 -5.4326 0.2576 -4.7055
O 1.990798 1.404941 -0.391955 0.1789 -0.6494 1.0978
O 3.755207 2.735836 -0.457140 1.3454 2.1149 -1.0618
H 4.296886 2.034032 0.928481 2.5645 0.4980 1.5483
O -3.557693 -2.925941 1.420209 0.0671 -0.1854 -0.0426
C -2.431476 -2.217595 1.250907 2.5183 4.6968 -0.7595
O -1.288547 -2.710752 1.212798 0.1592 -2.8433 0.2610
O -2.458611 -0.943877 1.092758 -2.3225 -0.9206 0.1355
H -3.207104 -3.819615 1.426440 -0.2035 -0.5772 0.1447
C 1.676358 -3.326598 -2.429555 0.0902 1.9922 -0.2187
O 1.508390 -2.678334 -1.111839 -1.2419 -2.0234 -3.0227
C 2.670062 -2.868766 -0.419115 -0.6332 -0.0742 2.7346
C 2.255666 -2.733296 1.047492 1.8790 0.4960 -0.0357
N 1.986869 -1.340175 1.422700 -0.2174 -0.9534 0.5116
C 1.525124 -1.233841 2.788992 -0.5180 2.0055 1.0507
C 1.220272 0.284778 3.111609 0.6761 -0.8750 -0.9707
O 0.042288 0.741071 2.475306 -0.4008 0.3288 0.7809
C -1.073123 0.596533 3.345118 0.0641 -1.2125 0.0323
H 1.986279 -4.370701 -2.473080 -0.0845 -0.1493 0.9602
H 2.463462 -2.719366 -2.876587 0.0640 -0.1939 -0.4796
H 0.804724 -3.203462 -3.072346 -0.1651 0.2511 0.4928
H 3.421721 -2.131590 -0.701375 0.4318 -0.2506 -0.1108
H 2.963284 -3.918436 -0.401501 0.6638 -0.0914 -0.8889
H 3.160063 -3.046287 1.569228 0.1390 -0.3948 0.6205
H 1.474509 -3.460246 1.269823 -0.3627 0.4806 0.0081
H 2.888111 -0.888808 1.487060 0.1595 0.5062 -0.8809
H 2.304071 -1.464039 3.515875 0.2653 -0.5987 0.1682
H 0.651795 -1.856706 2.982425 -0.0681 -0.0119 -0.1325
H 2.019016 0.916984 2.723749 0.1916 -0.2765 -0.2786
H 1.250920 0.462332 4.186615 -0.5693 -0.1226 0.2559
H -0.871782 0.944070 4.358419 0.0509 1.0524 -0.0756
H -1.210586 -0.463131 3.560327 -0.4106 -0.3864 -0.4335
H -1.978497 0.979418 2.874153 0.2482 0.0899 0.1333
C -2.453079 -2.339111 -2.341874 0.0749 0.1733 -0.4575
O -1.917348 -0.996671 -2.269005 -0.9884 -1.2426 0.3254
C -2.900371 0.042144 -2.124850 0.7271 0.3317 -0.5638
C -2.153253 1.402369 -2.099410 -0.9063 -0.1892 0.9955
N -1.611288 1.745286 -0.765338 0.9435 0.9223 0.1908
C -0.989825 3.083179 -0.790878 1.0319 0.5203 -0.4087
C -0.606959 3.624278 0.563804 -0.3504 -0.7863 -0.6103
O -1.801525 3.841381 1.308349 0.0021 -0.7574 -0.7934
C -1.497465 4.157405 2.599241 -0.5871 1.3635 1.7468
H -3.260578 -2.489860 -3.058343 -0.1578 0.7595 -0.4663
H -2.888348 -2.763473 -1.437133 0.3888 0.4715 0.6257
H -1.668719 -3.000222 -2.710405 0.2831 0.2314 0.2939
H -3.523767 -0.116158 -1.244832 0.0716 0.0025 0.2315
H -3.520353 -0.010303 -3.019821 -0.2512 0.2071 -0.0899
H -2.831765 2.216233 -2.355029 -0.4324 -0.0922 -0.4718
H -1.357174 1.395629 -2.843935 0.2509 -0.1093 0.1894
H -2.279324 1.887134 -0.021227 -0.9614 -0.8100 -0.2363
H -1.637534 3.825171 -1.257810 -0.2123 0.0272 -0.4565
H -0.021507 3.036692 -1.289173 -0.1064 -0.1067 -0.6169
H -0.070125 4.572409 0.532882 0.1209 0.0911 -0.4738
H 0.091923 2.872015 0.929498 -0.1677 -0.0884 1.0042
H -1.392046 3.299509 3.263311 0.6698 -0.0972 -0.0921
H -2.274148 4.766269 3.062013 -0.8356 -0.2245 -0.2205
H -0.709580 4.909100 2.647141 0.9339 -0.4993 0.0891
```
Forces are in eV/Å.

2S+1: 1
HOMO-LUMO gap: 7.1081 eV
Net charge: -1

Record 2
Entry from the OMol25 dataset: one molecule with the formula C2H3NO2 in a non-equilibrium geometry (ωB97M-V with the def2-TZVPD basis set).

XYZ file:
```
8
Properties=species:S:1:pos:R:3:forces:R:3
C 1.346222 0.384180 0.111641 0.7810 -0.4316 -1.4196
C -1.045697 -0.289392 0.093246 1.4760 -3.1637 1.0270
H 1.997943 1.285310 0.226893 -0.8019 -0.1580 0.3253
H -0.229657 1.648253 -0.245717 0.0754 -2.6110 0.7104
H -0.596396 -1.316906 0.435879 -0.7629 1.4740 -0.5848
N -0.010884 0.603748 -0.025772 -0.8158 4.5764 -0.4844
O 1.853710 -0.677442 -0.117241 0.1765 -0.4943 0.6853
O -2.216066 -0.124012 -0.066005 -0.1282 0.8081 -0.2592
```
Forces are in eV/Å.

SMILES: O=CNC=O
2S+1: 1
HOMO-LUMO gap: 11.0366 eV
Net charge: 0